Record 1
An isolated molecule of C6H10O2P2. Source: the Open Molecules 2025 dataset; level of theory: wB97M-V/def2-TZVPD.

XYZ file:
```
20
Properties=species:S:1:pos:R:3:nbo_charge:R:1
P -0.23 1.97 -0.17 0.5036
P -3.16 0.54 -0.26 0.4402
O -1.46 0.66 1.91 -0.5524
O -3.05 -1.88 -1.16 -0.4985
C -1.67 0.91 0.74 0.0760
C 0.82 -0.58 -0.04 -0.4587
C 2.19 1.22 -1.29 -0.6583
C 0.99 0.84 -0.43 -0.3109
C -2.83 -1.22 -0.20 0.1581
C 1.17 -0.83 1.48 -0.6049
H 2.23 -1.23 1.64 0.2126
H 1.53 -1.16 -0.59 0.2092
H 1.98 2.06 -1.97 0.2309
H 0.85 0.09 2.04 0.2336
H 0.49 -1.52 1.76 0.2058
H -2.64 0.81 -1.54 0.0134
H -0.29 -1.06 -0.25 0.2084
H 2.35 0.29 -1.77 0.2204
H 2.95 1.64 -0.63 0.2341
H -2.22 -1.55 0.72 0.1374
```

Calculated values
SMILES: CC/C(C)=P\C(=O)PC=O
Orbital gap: 8.58 eV
M: 176.09 g/mol
E_tot: -1067.67339 Ha
Highest occupied orbital energy: -8.6 eV

Record 2
An isolated molecule of C6H10O2S. Source: the Open Molecules 2025 dataset; level of theory: wB97M-V/def2-TZVPD.

XYZ file:
```
19
Properties=species:S:1:pos:R:3:nbo_charge:R:1
S 0.72 -0.86 0.33 0.8828
O 0.34 3.21 0.06 -0.7224
O 1.91 1.85 -0.74 -0.7608
C -0.40 1.34 -1.18 -0.3073
C -0.12 0.27 -2.22 -0.3925
C -0.50 -0.12 -0.80 -0.4130
C -0.17 -2.36 0.87 -0.7588
C 0.42 0.12 1.90 -0.7268
C 0.72 2.20 -0.56 0.7229
H -1.53 -0.47 -0.67 0.2414
H -1.37 1.89 -1.20 0.2493
H -0.66 0.15 2.09 0.2326
H 0.88 -0.39 2.74 0.2364
H 0.90 -0.02 -2.51 0.2507
H -1.18 -2.07 1.17 0.2369
H -0.17 -3.08 0.06 0.2515
H 0.82 1.14 1.86 0.3029
H -0.90 0.00 -2.94 0.2223
H 0.29 -2.81 1.75 0.2521
```

Calculated values
Orbital gap: 7.81 eV
M: 146.21 g/mol
E_tot: -783.19353 Ha
Highest occupied orbital energy: -7.9 eV

Record 3
An isolated molecule of C6H10O2Si. Source: the Open Molecules 2025 dataset; level of theory: wB97M-V/def2-TZVPD.

XYZ file:
```
19
Properties=species:S:1:pos:R:3:nbo_charge:R:1
Si -0.06 0.23 -0.98 1.3641
O 0.66 -0.73 3.29 -0.5539
O -2.69 -0.97 2.12 -0.6578
C -0.04 2.13 -0.78 -1.1023
C -0.62 -0.56 0.61 -0.4320
C 0.69 -1.59 2.42 0.4103
C -0.34 -1.87 1.43 -0.4029
C -1.49 -0.97 1.47 0.3765
C -0.77 -0.43 -2.61 -1.1325
H -0.52 -1.57 -2.80 0.2532
H -1.79 -0.22 -3.03 0.2469
H -0.65 2.62 -1.54 0.2422
H -0.15 -0.05 -3.48 0.2493
H 0.98 2.52 -0.79 0.2510
H -0.40 2.57 0.24 0.2610
H -0.44 -2.90 0.99 0.2051
H 1.23 -0.50 -1.07 -0.1889
H 1.57 -2.24 2.49 0.1097
H -2.57 -1.18 3.05 0.5011
```

Calculated values
SMILES: C[SiH](C)C1=C(O)[C@@H]1C=O
Orbital gap: 9.95 eV
M: 142.23 g/mol
E_tot: -674.47821 Ha
Highest occupied orbital energy: -9.3 eV

Record 4
An isolated molecule of C6H10O3. Source: the Open Molecules 2025 dataset; level of theory: wB97M-V/def2-TZVPD.

XYZ file:
```
19
Properties=species:S:1:pos:R:3:nbo_charge:R:1
O -1.84 0.00 1.68 -0.5831
O -2.17 0.45 -0.49 -0.7014
O 1.86 0.62 -1.19 -0.4818
C 0.59 0.69 -0.81 0.0218
C -0.12 -1.69 -0.72 -0.5986
C -0.03 -0.41 0.12 -0.1908
C -1.41 0.03 0.56 0.8036
C 0.79 2.06 -0.35 -0.0770
C 0.87 -0.62 1.34 -0.6048
H 0.88 0.27 1.97 0.2176
H -3.03 0.74 -0.14 0.4981
H 0.09 2.84 -0.66 0.1886
H 1.65 2.40 0.21 0.2043
H 1.89 -0.83 1.00 0.2275
H 0.51 -1.45 1.93 0.2228
H -0.82 -1.57 -1.55 0.2210
H -0.10 0.90 -1.67 0.1876
H 0.87 -1.91 -1.12 0.2272
H -0.46 -2.52 -0.11 0.2171
```

Calculated values
Orbital gap (alpha / beta): 8.71 / 9.20 eV
M: 130.14 g/mol
E_tot: -460.23425 Ha
Highest occupied orbital energy (alpha / beta): -9.7 / -10.0 eV

Record 5
C6H10O4 as an isolated structure. Source: the Open Molecules 2025 dataset; level of theory: wB97M-V/def2-TZVPD.

XYZ file:
```
20
Properties=species:S:1:pos:R:3:nbo_charge:R:1
O 1.38 -0.14 1.72 -0.5697
O -0.80 -0.47 0.87 -0.8060
O -1.05 2.10 -0.18 -0.5375
O -2.89 -0.75 0.11 -0.5860
C -1.67 1.17 -0.65 0.5038
C 1.32 0.36 0.23 0.1780
C 2.06 -1.39 1.92 -0.2551
C 1.73 -0.34 -0.81 -0.4956
C -1.87 -0.09 0.22 0.7065
C -2.37 1.17 -1.97 -0.7236
H 1.33 1.43 0.33 0.2255
H -1.88 0.44 -2.63 0.2379
H 0.05 -0.15 1.74 0.5741
H 1.78 -1.41 -0.84 0.2230
H 1.98 0.21 -1.71 0.2355
H 3.04 -1.37 1.44 0.1979
H 2.15 -1.55 2.99 0.2079
H 1.47 -2.20 1.48 0.1927
H -2.34 2.15 -2.43 0.2296
H -3.40 0.81 -1.84 0.2612
```

Calculated values
Orbital gap: 9.84 eV
M: 146.14 g/mol
E_tot: -535.46647 Ha
Highest occupied orbital energy: -9.1 eV

Record 6
A 2-piece molecular cluster, C6H10OS overall. Source: the Open Molecules 2025 dataset; level of theory: wB97M-V/def2-TZVPD.

XYZ file:
```
18
Properties=species:S:1:pos:R:3:nbo_charge:R:1
S 1.42 0.87 0.41 1.2377
O 2.39 1.48 -0.52 -0.9631
C -0.40 1.31 -1.74 -0.6624
C 1.89 -0.80 0.81 -0.4798
C 0.32 -1.13 -0.96 -0.2918
C -1.77 0.18 1.61 -0.8594
C 1.14 -1.71 0.09 -0.1563
C 0.22 0.21 -0.84 -0.0681
H 1.13 -2.79 0.16 0.2210
H -1.38 0.99 -1.72 0.2255
H -0.22 -1.59 -1.64 0.2122
H -1.03 0.90 1.98 0.2157
H -1.28 -0.41 0.92 0.2100
H -2.07 -0.48 2.43 0.2138
H -0.32 2.24 -1.14 0.2301
H 0.14 1.35 -2.76 0.2501
H -2.72 0.53 1.21 0.2160
H 2.55 -1.14 1.70 0.2490
```

Calculated values
Orbital gap: 8.71 eV
M: 130.21 g/mol
E_tot: -707.92150 Ha
Highest occupied orbital energy: -8.9 eV

Record 7
An isolated molecule of C6H10OS. Source: the Open Molecules 2025 dataset; level of theory: wB97M-V/def2-TZVPD.

XYZ file:
```
18
Properties=species:S:1:pos:R:3:nbo_charge:R:1
S 0.50 1.71 0.99 0.0001
O 0.04 -1.79 -0.99 -0.5010
C -0.21 0.52 -0.16 -0.1980
C -0.41 -1.50 1.43 -0.6292
C 1.33 -1.51 -0.47 -0.1035
C 0.14 -0.94 0.14 0.2095
C -0.29 0.95 -1.58 -0.4119
C -1.53 0.80 -0.78 -0.4140
H -1.47 -1.39 1.45 0.2148
H -0.08 0.19 -2.33 0.2370
H 0.01 -1.02 2.30 0.2220
H -2.14 -0.05 -1.01 0.2227
H 1.83 -2.37 0.01 0.1815
H -0.38 1.55 2.00 0.1187
H -2.04 1.65 -0.49 0.2195
H 1.96 -0.90 -1.09 0.1843
H 0.06 1.96 -1.82 0.2243
H -0.17 -2.57 1.48 0.2233
```

Calculated values
SMILES: C[C@@]1(C2(S)CC2)CO1
Orbital gap: 10.03 eV
M: 130.21 g/mol
E_tot: -707.97887 Ha
Highest occupied orbital energy: -9.2 eV

Record 8
A 2-piece molecular cluster, C6H10OS overall. Source: the Open Molecules 2025 dataset; level of theory: wB97M-V/def2-TZVPD.

XYZ file:
```
18
Properties=species:S:1:pos:R:3:nbo_charge:R:1
S 0.46 -0.81 2.69 -0.0545
O 2.66 -1.40 -0.17 -0.5201
C -1.31 0.97 -0.07 -0.3831
C -1.54 -0.11 -1.20 -0.4002
C 2.00 -0.46 0.14 0.2511
C -0.38 -1.08 -0.88 -0.4832
C 0.69 -0.26 -0.08 0.1369
C 0.19 1.19 0.05 -0.4809
H -1.80 1.88 -0.13 0.2080
H 1.60 -0.53 3.35 0.1103
H 2.38 0.51 0.67 0.0793
H 0.54 1.87 0.78 0.2311
H 0.10 -1.46 -1.73 0.2354
H -1.72 0.41 0.84 0.1913
H -1.49 0.36 -2.17 0.2111
H -2.47 -0.63 -0.95 0.2172
H -0.57 -1.97 -0.26 0.2320
H 0.66 1.52 -0.88 0.2182
```

Calculated values
Orbital gap (alpha / beta): 8.70 / 6.64 eV
Expectation value of S²: 2.014
Multiplicity: 3
M: 130.21 g/mol
E_tot: -707.88767 Ha
Highest occupied orbital energy (alpha / beta): -8.0 / -9.4 eV

Number 8 is which compound?
C6H10OS

Which of these has the lowest M?
C6H10O3

Which formula does entry 1 have?
C6H10O2P2